Formula: C40H86N6O2
Source: the Open Molecules 2025 dataset
Level of theory: the ωB97M-V functional and the def2-TZVPD basis

XYZ file:
```
134
Properties=species:S:1:pos:R:3:forces:R:3
C 3.772 -6.774 8.477 0.37 0.46 1.36
C 5.204 -6.838 9.147 -0.04 -0.05 -1.49
N 5.241 -7.282 10.517 -1.04 1.07 4.57
C 4.347 -8.072 11.184 -2.36 -0.70 -1.43
C 4.649 -8.165 12.500 -2.17 0.46 0.74
N 5.682 -7.359 12.755 0.41 1.52 -3.49
C 6.153 -6.991 11.472 -2.83 3.77 1.77
C 6.303 -7.190 14.062 -2.00 0.80 -2.18
H 3.271 -7.709 8.729 0.02 -0.13 -0.97
H 3.766 -6.445 7.438 0.63 -1.00 -0.21
H 3.073 -6.024 8.847 0.49 0.29 0.93
H 5.819 -5.939 9.103 -0.45 0.24 -0.10
H 5.805 -7.599 8.650 -0.06 -0.12 -0.71
H 3.643 -8.597 10.556 -0.42 0.00 0.62
H 4.167 -8.610 13.358 -0.54 -0.19 -0.66
H 7.046 -6.395 11.351 -0.76 0.18 -0.38
H 5.630 -7.298 14.912 -1.19 0.91 -2.75
H 6.725 -6.186 14.028 0.18 -0.28 0.73
H 7.003 -8.007 14.240 -1.11 0.93 -1.96
C 11.029 -8.353 11.852 0.66 -0.57 -0.06
C 9.807 -8.761 11.009 1.04 -0.24 0.06
C 9.115 -10.013 11.621 -1.41 0.39 -0.18
N 7.728 -10.292 11.024 0.28 1.66 -1.34
C 6.834 -8.951 11.155 3.05 -5.24 -0.35
C 7.044 -11.487 11.709 0.81 0.15 0.17
C 7.324 -12.653 10.834 -0.63 -0.81 -0.85
C 7.299 -12.029 9.462 1.76 -2.36 -1.25
C 7.884 -10.675 9.522 -1.57 0.87 0.54
H 11.782 -7.841 11.254 -0.13 0.17 -0.22
H 11.578 -9.207 12.250 -0.15 -0.35 -0.11
H 10.813 -7.708 12.704 0.05 -0.76 -0.95
H 10.161 -8.937 9.994 -0.01 -0.44 0.01
H 9.246 -7.829 10.939 -0.65 -0.69 0.08
H 8.888 -9.889 12.680 0.51 0.21 -0.31
H 9.643 -10.963 11.535 0.49 0.23 -0.41
H 5.835 -9.371 11.040 0.85 0.11 -0.10
H 7.058 -8.198 10.399 1.51 -1.77 -0.10
H 7.101 -8.654 12.169 0.06 -0.52 -1.07
H 5.984 -11.259 11.827 0.03 0.02 0.02
H 7.513 -11.638 12.681 -0.19 0.01 -1.55
H 6.592 -13.457 10.768 -0.33 0.20 0.79
H 8.243 -13.187 11.076 0.29 0.45 -0.02
H 6.321 -12.111 8.989 0.15 0.20 0.04
H 8.046 -12.603 8.914 -0.66 -0.38 -0.77
H 7.193 -10.095 8.910 0.45 0.85 0.24
H 8.894 -10.571 9.126 -0.03 0.01 0.58
C 8.832 -6.767 17.205 -0.87 -0.11 -0.38
C 7.434 -7.392 17.516 -0.20 1.27 0.16
C 6.710 -8.004 16.300 0.49 -1.09 2.47
N 6.312 -9.505 16.395 -0.22 -1.50 1.76
C 5.162 -9.670 17.370 -0.62 0.89 -1.23
C 7.466 -10.403 16.860 0.01 0.57 0.01
C 8.261 -10.670 15.590 -2.18 0.96 1.01
C 7.199 -10.423 14.471 2.26 -1.83 -1.00
C 5.900 -10.158 15.085 0.16 0.58 0.08
H 9.176 -6.054 17.954 0.07 -0.67 0.65
H 8.777 -6.068 16.370 -0.51 -0.23 -0.38
H 9.576 -7.509 16.916 -1.35 0.99 0.83
H 6.807 -6.542 17.787 -0.10 0.19 -0.02
H 7.388 -7.933 18.461 0.34 -0.53 -0.23
H 7.289 -7.820 15.396 0.51 -0.75 2.72
H 5.746 -7.526 16.125 0.39 -0.39 1.84
H 4.356 -9.117 16.888 -0.19 0.33 0.37
H 5.373 -9.231 18.345 0.10 -0.43 -0.09
H 4.790 -10.694 17.324 0.58 -0.08 0.60
H 7.067 -11.296 17.341 -0.24 0.14 -0.08
H 8.027 -9.817 17.588 -0.09 -0.28 0.14
H 8.766 -11.636 15.585 -1.61 0.11 -0.14
H 9.114 -9.996 15.660 -2.85 1.46 -0.46
H 7.313 -11.304 13.839 -1.24 0.42 1.73
H 7.474 -9.589 13.825 -0.52 -1.50 0.43
H 5.403 -11.126 15.153 -0.75 0.51 1.01
H 5.357 -9.406 14.514 -0.35 -0.62 0.34
C 11.714 -4.633 13.567 0.30 1.42 -2.35
C 11.896 -4.060 12.091 0.65 1.40 0.16
C 11.309 -2.618 11.814 -0.74 -1.19 -0.31
N 11.493 -2.035 10.386 0.09 -0.53 -0.91
C 10.588 -2.772 9.417 0.84 -0.87 0.48
C 11.175 -0.507 10.462 0.73 -0.49 0.98
C 12.573 0.124 10.693 -1.92 0.31 0.13
C 13.578 -0.937 10.347 2.39 1.68 1.35
C 12.921 -2.131 9.803 -0.15 0.28 -1.12
H 11.894 -5.700 13.435 0.75 0.47 0.51
H 10.653 -4.547 13.801 0.89 0.79 0.61
H 12.424 -4.135 14.227 -0.34 -0.12 0.20
H 11.616 -4.805 11.346 -0.32 0.13 -0.04
H 12.958 -3.864 11.947 0.25 -0.55 0.01
H 11.675 -1.951 12.594 0.23 0.30 -0.46
H 10.219 -2.599 11.841 -0.04 -0.15 0.57
H 9.610 -2.957 9.861 -0.09 0.62 -0.34
H 11.033 -3.756 9.270 0.05 -0.13 0.18
H 10.642 -2.338 8.419 -0.49 0.51 0.38
H 10.723 -0.045 9.585 0.01 -0.98 -0.39
H 10.455 -0.396 11.273 0.14 0.04 0.04
H 12.564 0.951 9.983 0.57 0.19 0.39
H 12.724 0.474 11.715 -0.19 0.23 -0.20
H 14.320 -0.356 9.800 0.13 -0.99 -1.02
H 14.184 -1.172 11.222 -0.29 -0.29 0.35
H 12.883 -2.088 8.715 -0.74 0.29 -0.09
H 13.488 -3.055 9.927 -0.63 -0.21 0.86
C 10.647 -12.580 15.648 1.31 -1.03 0.89
C 10.893 -11.130 15.295 0.07 0.70 0.62
C 11.983 -10.495 16.163 1.77 0.99 -1.73
N 12.315 -8.976 15.935 -1.24 1.48 0.11
C 11.021 -8.219 15.951 1.86 -1.29 1.82
C 13.031 -8.560 14.592 -1.01 -2.43 1.51
C 14.079 -7.530 14.961 -0.68 -0.65 -2.12
C 13.822 -7.216 16.386 1.39 0.94 1.05
C 13.333 -8.462 16.998 -0.86 -1.79 -0.39
H 9.642 -12.815 16.000 0.05 -0.27 -0.60
H 11.203 -12.882 16.536 0.40 0.12 0.11
H 11.018 -13.265 14.886 -0.47 -0.05 -0.06
H 9.957 -10.623 15.528 3.35 -1.04 -0.39
H 10.937 -11.026 14.211 0.86 0.27 -0.10
H 12.967 -10.862 15.874 0.00 -0.82 0.58
H 11.803 -10.591 17.234 -0.05 -0.12 -0.12
H 10.690 -8.363 16.980 -0.01 -0.66 -0.37
H 10.405 -8.665 15.171 -0.25 0.36 0.46
H 11.146 -7.141 15.849 0.45 -0.51 0.17
H 12.281 -8.243 13.868 0.24 -0.32 0.32
H 13.394 -9.571 14.406 0.61 0.42 -1.27
H 13.879 -6.681 14.307 0.64 0.15 0.09
H 15.000 -8.042 14.682 0.49 0.76 0.54
H 13.093 -6.412 16.490 0.04 0.05 0.09
H 14.741 -6.901 16.878 -0.10 0.21 0.14
H 12.980 -8.388 18.027 -0.73 0.07 -0.26
H 14.024 -9.305 17.015 0.63 0.36 -0.05
C 9.889 -6.527 13.892 -0.48 -0.17 -0.26
C 8.781 -7.463 13.512 1.36 1.02 -1.29
O 8.532 -8.541 14.078 3.79 1.74 1.06
O 8.102 -7.110 12.542 1.99 1.13 0.16
H 9.516 -5.733 14.539 -0.01 -0.30 0.23
H 10.274 -6.038 12.997 -1.11 -0.51 0.07
H 10.731 -7.068 14.323 -0.80 1.00 -0.40
```
Positions in Å, forces in eV/Å.

Computed properties:
- Strongest force on any atom: 6.08 eV/A
- LUMO level: -8.558 eV
- Gap between HOMO and LUMO: 9.767 eV
- Charge: +4